(1)
{
  "formula": "C50H106INO11Sb",
  "method": "the ωB97M-V functional and the def2-TZVPD basis",
  "symbols": ["C", "C", "C", "Sb", "C", "C", "C", "I", "C", "C", "C", "C", "C", "O", "C", "C", "O", "C", "C", "C", "C", "C", "C", "C", "C", "C", "C", "C", "O", "N", "C", "C", "H", "H", "H", "H", "H", "H", "H", "H", "H", "H", "H", "H", "H", "H", "H", "H", "H", "H", "H", "H", "H", "H", "H", "H", "H", "H", "H", "H", "H", "H", "H", "H", "H", "H", "H", "H", "H", "H", "H", "H", "H", "H", "C", "C", "C", "O", "H", "H", "H", "H", "H", "H", "H", "H", "C", "C", "C", "O", "H", "H", "H", "H", "H", "H", "H", "H", "C", "C", "C", "O", "H", "H", "H", "H", "H", "H", "H", "H", "C", "C", "C", "O", "H", "H", "H", "H", "H", "H", "H", "H", "C", "C", "C", "O", "H", "H", "H", "H", "H", "H", "H", "H", "C", "C", "C", "O", "H", "H", "H", "H", "H", "H", "H", "H", "C", "C", "C", "O", "H", "H", "H", "H", "H", "H", "H", "H", "C", "C", "C", "O", "H", "H", "H", "H", "H", "H", "H", "H"],
  "positions_angstrom": [[-2.9489, 3.1644, -1.7583], [-1.9955, 2.2232, -2.2535], [-0.8953, 1.0076, -2.5896], [0.9427, 1.5300, -1.4783], [2.6979, 2.2136, -0.2342], [2.8097, 3.8467, -0.1431], [1.5772, 4.5123, 0.7683], [2.1160, 4.8319, 2.8655], [-0.1003, 1.1292, 0.4596], [-0.3861, -0.4579, 0.7413], [-1.8514, -0.5349, 1.5428], [-2.9212, -1.3017, 0.5112], [-4.3021, -1.7864, 1.2508], [-3.9546, -2.9555, 2.1012], [-5.1811, -3.8167, 2.1063], [-5.5136, -4.8806, 0.8885], [-5.9962, -3.6224, 3.1751], [1.8142, -0.4871, -1.6005], [1.0141, -1.5795, -2.5113], [1.2125, -1.3831, -4.1513], [-0.2040, -1.3336, -4.9845], [-0.3334, -0.2067, -6.2083], [-1.6740, 0.0232, -7.1249], [-2.9878, -0.9391, -6.8649], [-2.8990, -2.0812, -5.6551], [-1.5294, -2.2582, -4.7117], [1.9190, 2.1736, -3.3817], [3.5596, 2.0387, -3.3715], [4.3460, 3.0330, -2.8732], [4.3410, 0.8490, -3.9528], [4.5902, 1.1839, -5.4146], [5.6241, 0.6059, -3.1880], [-4.0221, 3.5467, -1.4015], [-0.6717, 1.1094, -3.7330], [-1.4266, 0.0176, -2.2681], [0.3099, 3.1772, -1.3584], [3.7021, 1.6896, -0.6050], [2.5545, 1.8240, 0.8835], [3.8598, 4.1118, 0.3507], [2.7712, 4.3948, -1.1947], [1.2533, 5.5018, 0.1913], [0.6225, 3.8118, 0.7425], [-1.1347, 1.7194, 0.3797], [0.4480, 1.6036, 1.3966], [0.4184, -0.8511, 1.4970], [-0.5205, -1.1232, -0.2108], [-1.7598, -1.0987, 2.5839], [-2.2989, 0.5204, 1.7806], [-3.0862, -0.6593, -0.4629], [-2.3422, -2.2885, 0.1707], [-4.7423, -0.8826, 1.8670], [-5.0448, -2.1390, 0.3855], [-5.5432, -5.9981, 1.3054], [-4.6273, -4.8316, 0.1061], [-6.5398, -4.5681, 0.3800], [2.0266, -1.0096, -0.5487], [2.8962, -0.3688, -2.0920], [-0.1205, -1.7202, -2.2656], [1.5202, -2.6364, -2.2780], [1.8026, -2.3310, -4.5745], [1.9330, -0.4625, -4.3719], [0.5952, 0.4749, -6.4114], [-1.6319, 0.8854, -7.9494], [-3.9207, -0.7690, -7.5517], [-3.8763, -2.7470, -5.5002], [-1.5298, -3.0762, -3.8740], [1.6952, 3.3374, -3.5292], [1.4431, 1.6601, -4.3487], [3.6376, 1.7766, -5.8134], [5.5638, 1.8149, -5.6076], [4.6929, 0.1718, -6.0400], [6.1782, -0.3603, -3.6076], [6.4070, 1.4739, -3.2391], [5.3458, 0.3885, -2.0555], [-7.1254, -3.8266, -5.1054], [-6.4611, -3.2772, -3.8531], [-7.4548, -3.1488, -2.7095], [-5.9010, -1.9979, -4.1381], [-7.9235, -3.1596, -5.4505], [-6.4013, -3.9020, -5.9237], [-7.5527, -4.8175, -4.9233], [-5.6385, -3.9357, -3.5537], [-8.2645, -2.4576, -2.9696], [-6.9655, -2.7406, -1.8186], [-7.8919, -4.1194, -2.4555], [-6.6243, -1.4065, -4.4048], [-4.8687, 6.8648, 0.4279], [-3.4980, 6.2200, 0.5583], [-2.6023, 7.0079, 1.5010], [-2.8852, 6.1494, -0.7267], [-4.7880, 7.8779, 0.0179], [-5.4982, 6.2940, -0.2631], [-5.3730, 6.9196, 1.3976], [-3.6073, 5.1940, 0.9259], [-2.4411, 8.0261, 1.1290], [-1.6152, 6.5392, 1.5754], [-3.0387, 7.0670, 2.5028], [-2.7841, 7.0561, -1.0611], [3.2293, -5.5200, 0.0467], [3.4246, -5.5234, -1.4612], [4.7425, -6.1755, -1.8478], [3.4018, -4.1824, -1.9434], [4.0236, -4.9515, 0.5435], [2.2827, -5.0366, 0.3109], [3.2262, -6.5386, 0.4467], [2.5957, -6.0573, -1.9384], [5.5905, -5.6303, -1.4182], [4.8752, -6.1598, -2.9349], [4.7848, -7.2138, -1.5046], [4.1345, -3.7006, -1.5248], [7.9942, 5.4933, -0.8058], [8.1805, 4.9074, -2.1963], [6.9174, 5.0483, -3.0309], [8.5221, 3.5281, -2.0857], [7.1956, 4.9730, -0.2650], [8.9069, 5.3737, -0.2124], [7.7458, 6.5580, -0.8560], [9.0125, 5.4117, -2.6997], [6.0807, 4.5121, -2.5690], [7.0622, 4.6113, -4.0247], [6.6369, 6.0996, -3.1478], [7.7890, 3.0723, -1.6398], [-8.4669, -5.4174, 6.8014], [-9.4570, -5.2592, 5.6584], [-8.7578, -5.3059, 4.3091], [-10.1397, -4.0154, 5.7938], [-7.7297, -4.6066, 6.7965], [-8.9825, -5.3694, 7.7665], [-7.9363, -6.3722, 6.7347], [-10.2096, -6.0534, 5.7108], [-8.0311, -4.4910, 4.2158], [-9.4810, -5.1784, 3.4965], [-8.2360, -6.2574, 4.1677], [-9.4792, -3.3042, 5.7485], [10.2205, 9.4749, -1.4554], [9.9381, 9.0308, -0.0290], [10.8207, 9.7677, 0.9659], [10.1684, 7.6287, 0.0834], [11.2591, 9.2633, -1.7335], [9.5869, 8.9274, -2.1614], [10.0374, 10.5468, -1.5787], [8.8843, 9.2100, 0.2105], [11.8806, 9.5663, 0.7737], [10.6152, 9.4290, 1.9870], [10.6555, 10.8483, 0.9151], [11.1017, 7.4601, -0.1276], [5.2486, 2.8907, 6.8020], [4.2007, 1.9408, 6.2441], [4.6013, 1.4164, 4.8744], [2.9525, 2.6213, 6.1428], [5.3729, 3.7634, 6.1509], [4.9412, 3.2698, 7.7825], [6.2173, 2.3925, 6.9069], [4.0611, 1.1009, 6.9334], [4.7025, 2.2367, 4.1549], [3.8321, 0.7438, 4.4799], [5.5505, 0.8739, 4.9215], [3.0670, 3.3688, 5.5327], [-8.2760, -10.0116, 6.1805], [-6.9053, -10.6563, 6.3109], [-6.0097, -9.8684, 7.2536], [-6.2925, -10.7269, 5.0260], [-8.1953, -8.9984, 5.7706], [-8.9056, -10.5823, 5.4896], [-8.7804, -9.9568, 7.1502], [-7.0146, -11.6823, 6.6786], [-5.8485, -8.8503, 6.8817], [-5.0226, -10.3372, 7.3281], [-6.4461, -9.8094, 8.2555], [-6.1914, -9.8202, 4.6916]],
  "lowdin_charge": [-0.0047, -0.1777, -0.3350, 1.2074, -0.3676, -0.3666, -0.6777, 0.6273, -0.3695, -0.2602, -0.2023, -0.1754, -0.1926, -0.1359, -0.2705, -0.0266, -0.0445, -0.3352, -0.2676, -0.1713, -0.1433, -0.0493, -0.0840, -0.0857, -0.0530, -0.0269, -0.2567, -0.3237, -0.1108, -0.2255, -0.1253, -0.1318, 0.0372, 0.0391, 0.0488, -0.0182, 0.0469, 0.0575, 0.0860, 0.0966, 0.0696, 0.0239, 0.0513, 0.0570, 0.1048, 0.0673, 0.1114, 0.0995, 0.1216, 0.1180, 0.1451, 0.1258, 0.1037, 0.0963, 0.0964, 0.0773, 0.0570, 0.0679, 0.0905, 0.1202, 0.0892, 0.0720, 0.0823, 0.0655, 0.0628, 0.0802, 0.0866, 0.0455, 0.1014, 0.0940, 0.0959, 0.0989, 0.0795, 0.0951, -0.0673, -0.5078, -0.0672, -0.0685, 0.0814, 0.0759, 0.0789, 0.1382, 0.0827, 0.0684, 0.0778, 0.0975, -0.0725, -0.5079, -0.0623, -0.0805, 0.0776, 0.0757, 0.0764, 0.1370, 0.0792, 0.0772, 0.0785, 0.0916, -0.0665, -0.5022, -0.0707, -0.0701, 0.0819, 0.0823, 0.0771, 0.1397, 0.0805, 0.0792, 0.0768, 0.0974, -0.0685, -0.4995, -0.0649, -0.0691, 0.0817, 0.0687, 0.0727, 0.1325, 0.0552, 0.0786, 0.0777, 0.0865, -0.0635, -0.5057, -0.0650, -0.0621, 0.0853, 0.0790, 0.0639, 0.1353, 0.0580, 0.0817, 0.0733, 0.0947, -0.0655, -0.5013, -0.0699, -0.0686, 0.0803, 0.0787, 0.0787, 0.1415, 0.0792, 0.0803, 0.0782, 0.0970, -0.0717, -0.5061, -0.0654, -0.0781, 0.0815, 0.0765, 0.0760, 0.1360, 0.0752, 0.0828, 0.0765, 0.0318, -0.0656, -0.5048, -0.0670, -0.0610, 0.0679, 0.0806, 0.0808, 0.1382, 0.0789, 0.0802, 0.0795, 0.0921],
  "e_tot_ha": -3388.11915,
  "total_charge": -1,
  "orbital_gap_ev": 6.054,
  "homo_ha": -0.1622,
  "lumo_energy_ev": 1.64
}

=====

(2)
{
  "formula": "C18H58N4O9",
  "method": "the ωB97M-V functional and the def2-TZVPD basis",
  "symbols": ["C", "O", "C", "C", "C", "N", "H", "H", "H", "H", "H", "H", "H", "H", "H", "H", "H", "C", "O", "C", "C", "C", "N", "H", "H", "H", "H", "H", "H", "H", "H", "H", "H", "H", "C", "O", "C", "C", "C", "N", "H", "H", "H", "H", "H", "H", "H", "H", "H", "H", "H", "C", "O", "C", "C", "C", "N", "H", "H", "H", "H", "H", "H", "H", "H", "H", "H", "H", "C", "O", "H", "H", "H", "H", "C", "O", "H", "H", "H", "H", "O", "H", "H", "O", "H", "H", "O", "H", "H"],
  "positions_angstrom": [[-0.1734, 30.4506, 1.4272], [-0.3804, 31.7477, 0.9241], [-1.7699, 32.0972, 0.8620], [-1.9095, 33.5906, 0.5394], [-3.3269, 34.0634, 0.9204], [-1.5660, 33.8407, -0.8626], [-0.7155, 30.3204, 2.3707], [0.8669, 30.3063, 1.7237], [-0.4213, 29.6150, 0.7669], [-2.2217, 31.5418, 0.0335], [-2.2645, 31.8448, 1.8012], [-1.2403, 34.1497, 1.2043], [-3.6238, 33.7944, 1.9316], [-4.0264, 33.5813, 0.2315], [-3.4071, 35.1378, 0.7558], [-1.4036, 34.8452, -0.8947], [-0.6241, 33.4616, -0.9447], [2.0246, 24.0070, -1.6785], [1.2360, 24.0688, -2.8706], [1.2716, 25.3765, -3.4775], [0.3764, 25.3086, -4.7501], [0.3955, 26.6474, -5.4449], [-0.9780, 24.8777, -4.4431], [1.5127, 24.7106, -1.0212], [3.0772, 24.2847, -1.7753], [1.9695, 22.9821, -1.3195], [1.0515, 26.0978, -2.6834], [2.3378, 25.4602, -3.7243], [0.9392, 24.5243, -5.2624], [1.4124, 26.9130, -5.7336], [0.0230, 27.4621, -4.8188], [-0.2921, 26.6280, -6.2921], [-0.8681, 24.1275, -3.7623], [-1.3635, 25.6360, -3.8852], [3.9039, 34.5614, -2.9242], [3.9957, 33.6385, -1.8680], [2.9023, 33.7972, -0.9703], [3.1368, 33.0472, 0.3360], [3.3402, 31.5516, 0.0748], [1.9779, 33.2462, 1.2034], [3.9509, 35.6028, -2.5757], [2.9203, 34.5092, -3.4032], [4.7419, 34.4776, -3.6120], [2.7975, 34.8651, -0.7529], [2.0000, 33.4424, -1.4829], [3.9837, 33.3845, 0.9385], [3.3466, 30.9773, 1.0035], [4.2920, 31.3515, -0.4275], [2.5790, 31.0882, -0.5579], [1.1751, 32.9745, 0.6437], [2.0863, 32.6509, 2.0111], [-1.0456, 27.4173, -1.5293], [-0.3866, 28.4818, -2.1805], [-1.2781, 29.2886, -2.9523], [-0.4493, 30.3426, -3.6775], [0.3422, 31.2174, -2.7176], [-1.3025, 31.2061, -4.4852], [-1.8180, 27.7657, -0.8322], [-0.4247, 26.7840, -0.8983], [-1.6059, 26.7858, -2.2237], [-1.7033, 28.6089, -3.6958], [-2.0737, 29.7678, -2.3761], [0.2461, 29.8865, -4.3858], [1.0667, 30.6204, -2.1492], [-0.2864, 31.6508, -1.9379], [0.9202, 31.9544, -3.2731], [-1.9940, 31.6883, -3.9306], [-0.7959, 31.7995, -5.1180], [4.7319, 26.5031, -0.4603], [4.4560, 25.6940, 0.6812], [4.5907, 27.5524, -0.2088], [5.7920, 26.4477, -0.7217], [4.0988, 26.2654, -1.3135], [4.9970, 24.9027, 0.6549], [0.7313, 25.6015, 1.3745], [-0.5797, 25.0822, 1.2083], [0.8610, 26.3276, 2.1795], [1.3861, 24.7606, 1.6194], [1.1477, 26.0894, 0.4923], [-0.5682, 24.1795, 1.5258], [2.8750, 27.9394, 1.8222], [3.4070, 27.1447, 1.6712], [2.7079, 28.2983, 0.9353], [2.0461, 28.3952, -0.8341], [1.1340, 28.4498, -1.1613], [2.5944, 28.6263, -1.6004], [3.6370, 28.5706, -3.1883], [3.9849, 29.4677, -3.1087], [4.3010, 28.0957, -3.6979]],
  "lowdin_charge": [-0.0935, -0.2351, -0.1808, -0.4436, -0.0623, 0.0551, 0.0926, 0.0808, 0.0842, 0.1255, 0.1225, 0.1357, 0.0747, 0.0784, 0.0729, 0.0784, 0.0364, -0.0803, -0.2191, -0.1790, -0.4294, -0.0521, 0.0586, 0.0627, 0.0734, 0.0929, 0.1046, 0.1210, 0.1383, 0.0813, 0.0546, 0.0841, 0.0710, 0.0458, -0.1282, -0.1849, -0.2014, -0.4116, -0.0618, 0.0471, 0.0843, 0.0840, 0.0866, 0.1244, 0.1106, 0.1390, 0.0738, 0.0749, 0.0521, 0.0339, 0.0703, -0.0991, -0.2335, -0.1684, -0.4217, -0.0519, 0.0389, 0.0989, 0.0700, 0.0792, 0.1219, 0.1326, 0.1353, 0.0541, 0.0593, 0.0793, 0.0719, 0.0689, -0.1465, -0.1225, 0.0685, 0.0858, 0.0565, 0.0839, -0.1774, -0.1143, 0.0719, 0.0861, 0.0368, 0.0701, -0.0827, 0.0012, -0.0190, -0.0665, 0.0099, 0.0048, -0.0423, 0.0590, 0.0575],
  "e_tot_ha": -1616.65903,
  "de_lowest_kcal_mol": 23.55,
  "orbital_gap_ev": 8.985,
  "homo_ha": -0.3257,
  "lumo_energy_ev": 0.12
}

=====

(3)
{
  "formula": "C8H13F2NO2",
  "method": "the ωB97M-V functional and the def2-TZVPD basis",
  "symbols": ["C", "C", "C", "C", "C", "C", "C", "C", "N", "O", "O", "F", "F", "H", "H", "H", "H", "H", "H", "H", "H", "H", "H", "H", "H", "H"],
  "positions_angstrom": [[-0.2998, 2.0154, 1.2056], [-0.3242, -0.6140, 2.3213], [0.2241, 0.8354, 0.4255], [-0.7733, 0.1665, -0.6284], [-1.9407, -0.5482, -0.0127], [-1.2386, 1.5159, -1.3969], [-0.2093, -0.7530, -1.7170], [1.6560, -1.1010, 1.2007], [0.6555, -0.0552, 1.5386], [-1.5667, 1.8664, 1.7201], [0.3340, 3.0395, 1.4031], [-3.0243, 0.1643, 0.2561], [-2.1625, -1.8034, -0.4833], [-0.6595, -0.0079, 3.1262], [-0.4107, -1.6838, 2.4632], [1.1728, 1.3259, -0.0474], [-1.2963, 2.2651, -0.6716], [-2.3007, 1.3228, -1.6867], [-0.4681, 1.7673, -2.2519], [-0.0180, -1.6774, -1.3241], [0.8101, -0.3906, -1.8538], [-0.7475, -0.8754, -2.6024], [2.0095, -1.3923, 2.1536], [1.3885, -1.9048, 0.4651], [2.5863, -0.5197, 0.7749], [-1.9274, 0.9821, 1.8059]],
  "lowdin_charge": [-0.4852, -0.0004, -0.1666, -0.3572, -0.2724, 0.0093, -0.0343, -0.0615, -0.1983, 0.0871, 0.1196, 0.1050, 0.0813, 0.0677, 0.0768, 0.1934, 0.0332, 0.1018, 0.1390, 0.0367, 0.0983, 0.0812, 0.0629, 0.0945, 0.1237, 0.0642],
  "e_tot_ha": -717.42156,
  "de_lowest_kcal_mol": 66.28,
  "orbital_gap_ev": [8.208, 8.641],
  "homo_ha": [-0.2876, -0.3106],
  "lumo_energy_ev": [0.38, 0.19]
}

=====

(4)
{
  "formula": "C2HCl3NO2",
  "method": "the ωB97M-V functional and the def2-TZVPD basis",
  "symbols": ["C", "C", "N", "O", "O", "Cl", "Cl", "Cl", "H"],
  "positions_angstrom": [[-1.4406, 0.8103, 0.3577], [0.9870, -0.2199, -0.2373], [-0.3438, 0.0000, -0.5324], [-2.5519, 0.5193, -0.0050], [-0.8901, 1.4898, 1.1994], [1.1919, -1.4159, 1.2802], [1.7521, -1.2660, -1.5900], [2.1236, 1.0972, 0.0991], [-0.8282, -1.0147, -0.5716]],
  "mulliken_spin": [-0.0060, 0.3979, 0.0195, 0.0066, 0.0081, 1.0883, 0.3919, 0.0728, 0.0208],
  "e_tot_ha": -1662.51268,
  "total_charge": -1,
  "spin_multiplicity": 3,
  "orbital_gap_ev": [5.300, 4.268],
  "homo_ha": [-0.0732, -0.1930],
  "lumo_energy_ev": [3.31, -0.98]
}

=====

(5)
{
  "formula": "C10H28N2P2Pd",
  "method": "the ωB97M-V functional and the def2-TZVPD basis",
  "symbols": ["Pd", "H", "H", "P", "P", "C", "H", "H", "H", "C", "H", "H", "H", "C", "H", "H", "H", "C", "H", "H", "H", "C", "H", "H", "H", "C", "H", "H", "H", "H", "H", "C", "C", "N", "C", "C", "N", "H", "H", "H", "H", "H", "H"],
  "positions_angstrom": [[0.2728, 0.1019, -0.2646], [-3.9736, 0.0898, -1.4363], [-4.4788, 0.6448, -1.4080], [-0.1140, -1.2021, -2.2268], [0.4305, 2.2814, 0.5705], [1.2532, 2.3093, 2.1936], [1.5711, 3.3447, 2.3917], [0.5428, 1.9786, 2.9626], [2.1303, 1.6480, 2.1846], [1.4273, 3.4599, -0.3808], [0.9216, 3.7569, -1.3044], [1.5549, 4.3331, 0.2667], [2.4134, 3.0522, -0.6234], [-1.1505, 3.1184, 0.9098], [-1.7739, 2.4806, 1.5475], [-0.9733, 4.0716, 1.4257], [-1.6790, 3.3101, -0.0308], [1.0430, -0.8506, -3.6099], [0.9440, -1.6579, -4.3510], [0.7931, 0.1068, -4.0915], [2.0843, -0.8092, -3.2589], [0.2854, -2.9148, -1.7449], [-0.4426, -3.2643, -1.0003], [0.2471, -3.5682, -2.6278], [1.2921, -2.9227, -1.3109], [-1.7217, -1.4218, -3.0780], [-2.0545, -0.4578, -3.4830], [-1.6325, -2.1484, -3.9019], [-2.4720, -1.7868, -2.3647], [0.7949, 0.8839, -1.7188], [1.4744, 0.9581, -1.1386], [1.6815, -2.0791, 1.7151], [0.3836, -1.6171, 2.2205], [-0.5020, -0.8411, 1.6130], [-1.5695, -0.6591, 2.4982], [-1.2574, -1.2836, 3.6770], [-0.0538, -1.9206, 3.4609], [2.2907, -1.2298, 1.3883], [2.2113, -2.5946, 2.5166], [1.5690, -2.7647, 0.8714], [-2.4716, -0.1528, 2.2111], [-1.7527, -1.2734, 4.6288], [0.4610, -2.5096, 4.1014]],
  "mulliken_spin": [1.4221, 0.0045, -0.0052, 0.0516, 0.0303, 0.0114, -0.0108, 0.0033, 0.0062, 0.0491, -0.0251, 0.0042, -0.0100, 0.0526, -0.0020, 0.0067, -0.0130, 0.0463, 0.0059, -0.0278, -0.0041, 0.0279, -0.0056, -0.0093, 0.0274, -0.0116, -0.0092, 0.0014, 0.0039, 0.2722, 0.1646, -0.0132, -0.0745, 0.0298, 0.0102, 0.0137, 0.0497, -0.0124, -0.0481, 0.0290, -0.0092, -0.0079, -0.0253],
  "e_tot_ha": -1317.75749,
  "spin_multiplicity": 3,
  "orbital_gap_ev": [3.683, 7.757],
  "homo_ha": [-0.1083, -0.2616],
  "lumo_energy_ev": [0.73, 0.64]
}